{"formula": "C5H3S2", "method": "ωB97M-V with the def2-TZVPD basis set", "homo_energy_ha": -0.12142, "total_energy_ev": -26900.60371, "e_lumo_ev": 3.5096, "charge": -1, "symbols": ["C", "C", "C", "C", "C", "S", "S", "H", "H", "H"], "xyz": [[1.652, -0.750, -0.425], [0.687, 0.193, -0.547], [0.669, 1.601, -0.643], [2.894, -0.093, -0.113], [-0.482, 0.832, -0.006], [4.310, -0.914, -0.011], [2.811, 1.585, 0.216], [1.477, -1.754, -0.609], [-1.517, 1.046, -0.396], [-0.732, 0.753, 1.146]]}

{"formula": "C4H2O2", "method": "ωB97M-V with the def2-TZVPD basis set", "de_lowest_kcal_mol": 99.35, "homo_energy_ha": -0.36786, "total_energy_ev": -8268.22018, "e_lumo_ev": -0.5390, "symbols": ["C", "C", "C", "C", "O", "O", "H", "H"], "xyz": [[-0.516, -0.737, 0.351], [0.122, 0.708, 0.524], [-0.869, 0.121, 1.447], [0.416, -0.283, -0.591], [-1.593, 0.152, 2.371], [0.270, -0.090, -1.892], [1.795, -0.683, -0.144], [0.375, 0.811, -2.066]]}

{"formula": "C6H6S2", "method": "ωB97M-V with the def2-TZVPD basis set", "de_lowest_kcal_mol": 82.84, "homo_energy_ha": -0.31667, "total_energy_ev": -27984.83419, "e_lumo_ev": -0.9348, "symbols": ["C", "C", "C", "C", "C", "C", "H", "H", "H", "H", "H", "H", "S", "S"], "xyz": [[1.117, -1.231, -0.367], [0.054, -0.109, 0.045], [-0.919, -0.501, 1.132], [0.472, 1.063, 0.843], [-0.597, 0.423, -1.302], [-1.103, 0.845, -2.325], [1.096, -1.857, -1.401], [-0.553, -1.254, 1.851], [-1.828, -0.908, 0.741], [0.710, 1.950, 0.208], [1.583, 0.844, 1.266], [-1.666, 1.120, -3.122], [2.519, -1.506, 0.566], [-0.885, 1.120, 1.867]]}

Computed frontier orbital gap (eV) in order:
6.81, 9.47, 7.68